w) The following is a quantum chemistry calculation of C4H12N2S in the gas phase, from the OMol25 dataset.

HOMO-LUMO gap = 9.7 eV
SMILES = CNC[C@H](N)CS

Last column: natural (NBO) charge in e.
Atoms and positions in Å:
C: 1.98226 1.06686 -1.44396  -0.424
N: 0.62951 0.79047 -0.95018  -0.669
C: 0.47800 0.40556 0.53745  -0.240
C: -0.41860 -0.87761 0.67370  -0.082
N: -0.26539 -1.82667 -0.39260  -0.840
C: -1.90394 -0.71677 0.78932  -0.521
S: -2.40389 0.55008 1.98253  -0.034
H: 2.26967 1.09022 -2.45266  0.208
H: 2.21677 2.17585 -1.28817  0.155
H: 2.85042 0.55406 -0.98331  0.203
H: 0.12975 1.70031 -1.21883  0.368
H: 0.38018 1.33656 1.28140  0.209
H: 1.52552 -0.03888 0.86342  0.214
H: -0.11614 -1.39150 1.52007  0.192
H: -0.94629 -2.56738 -0.37320  0.363
H: -0.34955 -1.22630 -1.27213  0.381
H: -2.27106 -1.67273 1.17071  0.214
H: -2.39358 -0.61900 -0.18457  0.209
H: -1.39363 1.26687 1.74101  0.093

x) The following is a quantum chemistry calculation of C4H12N2S in the gas phase, from the OMol25 dataset.

HOMO-LUMO gap = 9.2 eV
SMILES = NCCNCCS

Last column: natural (NBO) charge in e.
Atoms and positions in Å:
N: 0.71245 -0.51351 -2.60821  -0.838
C: -0.57269 -0.25271 -1.89186  -0.240
C: -0.69906 -1.11214 -0.63563  -0.239
N: 0.48855 -0.72803 0.26873  -0.656
C: 0.39005 0.57680 0.87234  -0.216
C: -0.00986 0.45112 2.52826  -0.517
S: -0.44195 2.17165 3.04143  -0.091
H: 0.77034 -1.50656 -2.96943  0.341
H: 0.66119 -0.09667 -3.53637  0.355
H: -0.53834 0.81981 -1.74330  0.192
H: -1.42257 -0.43093 -2.48721  0.169
H: -1.51279 -0.88499 0.07501  0.204
H: -0.81248 -2.17053 -0.89070  0.201
H: 1.25227 -1.10467 -0.14756  0.375
H: 1.39196 1.00140 0.80201  0.203
H: -0.39195 1.21475 0.35618  0.192
H: 0.73668 -0.05901 3.22911  0.225
H: -0.92568 -0.07028 2.61406  0.205
H: 0.92388 2.69451 3.12313  0.135

y) The following is a quantum chemistry calculation of C4H12N2S in the gas phase, from the OMol25 dataset.

HOMO-LUMO gap = 9.6 eV
SMILES = NCNCCCS

Last column: natural (NBO) charge in e.
Atoms and positions in Å:
N: 2.90978 0.79126 -0.46093  -0.834
C: 1.69375 0.05173 -0.28809  -0.044
N: 0.74385 0.67235 0.62461  -0.668
C: -0.16180 -0.18120 1.33561  -0.203
C: -1.11248 -0.92173 0.40419  -0.435
C: -1.85456 -0.02149 -0.53666  -0.480
S: -3.05908 -0.98924 -1.55737  -0.073
H: 3.36499 0.99689 0.42515  0.353
H: 2.80217 1.65867 -0.97106  0.362
H: 1.93887 -0.96525 0.06377  0.155
H: 1.21274 -0.06575 -1.26722  0.170
H: 1.14495 1.43607 1.14016  0.372
H: -0.74045 0.43505 2.02788  0.196
H: 0.32995 -0.92502 1.98774  0.162
H: -1.76262 -1.55013 1.00483  0.215
H: -0.53170 -1.64729 -0.16975  0.206
H: -1.22178 0.45040 -1.27375  0.217
H: -2.42929 0.77626 -0.05372  0.210
H: -3.26731 -0.00158 -2.43540  0.120

z) The following is a quantum chemistry calculation of a 2-piece molecular cluster, C4H12N2S overall, from the OMol25 dataset.

HOMO-LUMO gap (spin up / spin down) = 7.9 / 7.9 eV

Last column: natural (NBO) charge in e.
Atoms and positions in Å:
C: -1.29683 0.03536 -0.86068  -0.638
C: 0.05313 -2.04002 -1.29358  -0.617
C: 0.06311 2.75133 1.24317  -0.542
C: 0.06671 -0.52123 -0.85568  -0.387
N: 0.26511 -0.71638 1.93122  -1.048
N: 2.43191 -0.54272 0.37197  -1.015
S: 0.99333 -0.05748 0.69535  1.452
H: -2.08281 -0.30778 -0.04241  0.219
H: -1.24091 1.14869 -0.67344  0.219
H: -1.73157 -0.27770 -1.84566  0.232
H: -0.56325 -2.78698 -0.68886  0.220
H: 1.02235 -2.50634 -1.31093  0.236
H: -0.44233 -2.09187 -2.22712  0.211
H: -0.70191 2.70361 0.38616  0.161
H: -0.28427 2.31535 2.17112  0.167
H: 0.51384 3.72933 1.41180  0.174
H: 0.67102 -0.00250 -1.61849  0.234
H: -0.68443 -0.26403 1.96201  0.353
H: 2.94777 -0.56863 1.24403  0.370

Which one sits at the top of the stability order? y) does.

w) The following is a quantum chemistry calculation of a 2-piece molecular cluster, C4H12N2S overall, from the OMol25 dataset.

HOMO-LUMO gap = 5.1 eV

Last column: natural (NBO) charge in e.
Atoms and positions in Å:
C: 1.26656 -0.87962 -0.87328  -0.255
C: 1.00316 -2.14464 -1.27145  0.058
N: 1.82460 -2.85736 -2.06921  -0.753
N: 0.13514 0.01654 -0.61674  -0.704
H: 2.23601 -0.49085 -0.60711  0.227
H: 0.11625 -2.66880 -0.92968  0.213
H: 1.65773 -3.84631 -2.14913  0.401
H: 2.73475 -2.52232 -2.33513  0.403
H: 0.13824 0.92695 -1.07861  0.439
H: -0.00001 0.19579 0.40440  0.459
H: -0.76609 -0.37209 -0.90138  0.438
C: -0.89372 2.52463 1.50435  -0.627
C: -1.58527 1.16420 1.49675  -0.538
S: -2.92117 1.04588 2.69050  -0.592
H: -0.67497 2.80230 2.53020  0.233
H: -1.55828 3.27076 1.07123  0.214
H: 0.02646 2.56506 0.89036  0.136
H: -0.82688 0.38344 1.76632  0.122
H: -1.91252 0.88644 0.47761  0.124

x) The following is a quantum chemistry calculation of C4H12N2S in the gas phase, from the OMol25 dataset.

HOMO-LUMO gap = 9.5 eV
SMILES = CNC[C@H](N)CS

Last column: natural (NBO) charge in e.
Atoms and positions in Å:
C: 2.95904 -0.53898 0.38531  -0.411
N: 1.61794 -0.93482 0.17475  -0.625
C: 0.57637 0.12297 0.49652  -0.215
C: -0.82756 -0.25290 -0.14696  -0.071
N: -0.77345 -0.31094 -1.66607  -0.867
C: -1.90191 0.77089 0.32865  -0.535
S: -3.57108 0.10604 -0.07881  -0.055
H: 3.08642 -0.44444 1.47679  0.190
H: 3.64075 -1.35888 0.06454  0.202
H: 3.37708 0.38661 -0.19423  0.149
H: 1.48233 -1.18969 -0.80533  0.367
H: 0.89006 0.95949 0.04118  0.162
H: 0.50858 0.37761 1.54930  0.193
H: -1.12807 -1.23930 0.21088  0.211
H: -1.66800 -0.71542 -1.95640  0.363
H: -0.62193 0.50280 -2.25496  0.372
H: -1.74913 1.89068 -0.06577  0.215
H: -1.87825 1.04676 1.47602  0.221
H: -4.01919 0.82152 0.96457  0.134

y) The following is a quantum chemistry calculation of C4H12N2S in the gas phase, from the OMol25 dataset.

HOMO-LUMO gap = 10.0 eV
SMILES = NC[C@@H](N)CCS

Last column: natural (NBO) charge in e.
Atoms and positions in Å:
N: -1.81772 -1.04383 2.10763  -0.822
C: -0.88146 -0.93477 0.99422  -0.243
C: -0.07609 0.38007 0.88492  -0.070
N: 0.32965 0.94943 2.15834  -0.846
C: 1.19821 0.22699 0.03684  -0.404
C: 1.01536 -0.49928 -1.28871  -0.516
S: 0.13429 0.47254 -2.54368  -0.046
H: -2.54552 -0.34161 2.02527  0.348
H: -1.36184 -0.85633 2.99242  0.348
H: -1.46922 -1.08487 0.07702  0.199
H: -0.17944 -1.77281 1.03641  0.177
H: -0.70256 1.12943 0.38345  0.186
H: -0.43326 1.30795 2.71067  0.366
H: 0.94112 0.32944 2.66871  0.355
H: 1.57461 1.23982 -0.11996  0.216
H: 1.94836 -0.31154 0.62048  0.203
H: 1.97005 -0.84137 -1.67816  0.216
H: 0.41873 -1.39873 -1.14712  0.218
H: 0.46846 1.67682 -2.06470  0.115

Which one sits at the top of the stability order? y) does.

w) The following is a quantum chemistry calculation of C6H4O in the gas phase, from the OMol25 dataset.

HOMO-LUMO gap = 8.9 eV

Last column: natural (NBO) charge in e.
Atoms and positions in Å:
C: 3.27907 -0.63965 -0.25492  0.094
C: 2.06005 -0.73583 0.08493  -0.542
C: 0.74145 -0.48125 0.13654  0.512
C: 0.13459 0.88299 0.22914  -0.525
C: -1.32764 0.60682 0.04015  -0.257
C: -1.44449 -0.69368 -0.19838  0.110
O: -0.21891 -1.36445 -0.16544  -0.414
H: 0.65877 1.27351 -0.65026  0.282
H: 0.42621 1.52247 1.06548  0.271
H: -2.14301 1.31567 0.11665  0.244
H: -2.28756 -1.33415 -0.41775  0.224

x) The following is a quantum chemistry calculation of C6H4O as an isolated structure, from the OMol25 dataset.

HOMO-LUMO gap = 9.7 eV

Last column: Löwdin charge in e.
Atoms and positions in Å:
C: -0.70688 -2.77531 -1.40518  0.032
C: -0.52353 -1.72224 -0.74337  -0.087
C: -0.23813 -0.51277 -0.08389  -0.305
C: 0.90511 -0.06430 0.51293  0.006
C: 0.65700 1.28273 0.88736  -0.045
C: -0.61702 1.54823 0.48119  -0.099
O: -1.17509 0.48295 -0.10985  0.057
H: -0.19754 -1.97943 -2.10836  0.077
H: 1.80853 -0.64585 0.63870  0.126
H: 1.33155 1.96048 1.38877  0.108
H: -1.24400 2.42552 0.54169  0.131

Which one sits at the top of the stability order? x) does.

w) The following is a quantum chemistry calculation of C6H4O in the gas phase, from the OMol25 dataset.

HOMO-LUMO gap = 9.0 eV
SMILES = C#Cc1ccco1

Last column: natural (NBO) charge in e.
Atoms and positions in Å:
C: 3.04631 -0.50603 -0.18388  -0.310
C: 1.83136 -0.43699 -0.02170  -0.004
C: 0.45945 -0.22205 0.07406  0.187
C: -0.26754 0.87570 0.43922  -0.240
C: -1.62917 0.50509 0.25890  -0.322
C: -1.61129 -0.77440 -0.20527  0.124
O: -0.35581 -1.22155 -0.34901  -0.382
H: 3.27291 0.34900 -0.80709  0.258
H: 0.13141 1.82502 0.77514  0.241
H: -2.50347 1.09930 0.47436  0.237
H: -2.37416 -1.49310 -0.45474  0.211

x) The following is a quantum chemistry calculation of C6H4O in the gas phase, from the OMol25 dataset.

HOMO-LUMO gap = 10.3 eV
SMILES = C#CC(=O)C#CC

Last column: natural (NBO) charge in e.
Atoms and positions in Å:
C: 0.27985 -1.92866 2.20368  -0.138
C: 0.07945 -1.78064 1.02762  -0.118
C: -0.17689 -1.52022 -0.38008  0.461
O: 0.41785 -2.08260 -1.27123  -0.487
C: -1.04839 -0.36799 -0.59488  -0.160
C: -0.74543 0.80542 -0.68724  0.156
C: 0.00964 2.03374 -0.85587  -0.706
H: 0.45845 -2.12202 3.23686  0.238
H: -0.56433 2.96171 -0.83614  0.253
H: 0.54778 1.94994 -1.80515  0.249
H: 0.74202 2.05131 -0.03757  0.252

y) The following is a quantum chemistry calculation of C6H4O in the gas phase, from the OMol25 dataset.

HOMO-LUMO gap = 8.5 eV

Last column: natural (NBO) charge in e.
Atoms and positions in Å:
C: -1.83544 0.62796 -0.04666  -0.272
C: -0.53597 -1.72424 -1.64955  0.085
C: 0.07904 -0.98445 -0.82703  -0.522
C: 0.43957 -0.08045 0.09761  0.424
O: -0.50006 0.73514 0.56108  -0.428
C: 1.82030 -0.03495 0.56189  -0.099
C: 2.99717 -0.16558 0.81487  -0.085
H: -1.81458 1.12169 -1.03436  0.210
H: -2.44318 1.15114 0.69145  0.207
H: -2.25140 -0.38838 -0.23258  0.230
H: 4.04455 -0.25788 1.06327  0.251

Which one sits at the top of the stability order? w) does.

w) The following is a quantum chemistry calculation of C6H4O in the gas phase, from the OMol25 dataset.

HOMO-LUMO gap = 8.5 eV

Last column: natural (NBO) charge in e.
Atoms and positions in Å:
C: 3.27887 0.60842 1.06543  0.101
C: 2.03385 0.41494 0.92477  -0.533
C: 0.76583 0.13357 0.58460  0.444
C: -0.35386 1.03231 0.27428  -0.260
C: -1.26767 0.31120 -0.38159  -0.135
C: -0.69746 -1.06367 -0.58528  -0.124
O: 0.38749 -1.12690 0.34310  -0.421
H: -0.17267 -1.12967 -1.55747  0.221
H: -0.35694 2.08747 0.51370  0.251
H: -2.23969 0.63732 -0.73780  0.237
H: -1.37774 -1.90500 -0.44374  0.219

x) The following is a quantum chemistry calculation of C6H4O as an isolated structure, from the OMol25 dataset.

HOMO-LUMO gap = 9.8 eV

Last column: natural (NBO) charge in e.
Atoms and positions in Å:
C: -1.79281 -1.44539 -0.38250  -0.190
C: -0.11568 2.48312 -0.30405  -0.198
C: -0.87395 -0.84887 0.08092  -0.026
C: -0.19533 1.40145 0.24330  -0.017
C: 1.61220 -0.68409 -0.02053  0.467
C: 0.02897 0.05068 0.76273  -0.396
O: 2.68161 -0.40585 -0.51296  -0.482
H: -2.68745 -1.92174 -0.63812  0.237
H: -0.01066 3.35831 -0.85417  0.235
H: 1.28756 -1.81223 -0.15974  0.109
H: 0.06554 -0.17539 1.78511  0.261

y) The following is a quantum chemistry calculation of C6H4O in the gas phase, from the OMol25 dataset.

HOMO-LUMO gap = 10.0 eV
SMILES = C#CC(=O)C#CC

Last column: natural (NBO) charge in e.
Atoms and positions in Å:
C: -1.16803 -2.91954 -0.01549  -0.020
C: -1.00942 -1.74579 0.27859  -0.229
C: 0.47216 -1.45504 -0.07855  0.497
O: 1.36869 -2.25061 -0.25031  -0.505
C: 0.59327 -0.04665 -0.15603  -0.143
C: 0.40054 1.12861 -0.03700  0.122
C: 0.14948 2.54281 0.09136  -0.695
H: -1.07174 -3.95680 -0.21632  0.236
H: 0.62494 3.07230 -0.73532  0.246
H: 0.56709 2.89787 1.03625  0.250
H: -0.92697 2.73283 0.08281  0.242

z) The following is a quantum chemistry calculation of C6H4O in the gas phase, from the OMol25 dataset.

HOMO-LUMO gap = 9.5 eV

Last column: natural (NBO) charge in e.
Atoms and positions in Å:
C: -2.33724 -0.15555 -0.75326  -0.700
C: -1.00010 0.12728 -0.24084  0.144
C: 0.10140 0.36969 0.19005  -0.174
C: 1.43256 0.69685 0.65832  0.521
O: 1.73396 1.78064 1.10240  -0.475
C: 2.19163 -1.64314 0.82638  0.323
C: 2.46046 -0.39754 0.54103  -0.692
H: -2.64396 0.62158 -1.46034  0.249
H: -3.05968 -0.16999 0.06846  0.251
H: -2.36940 -1.12289 -1.26286  0.245
H: 3.49037 -0.10693 0.33065  0.308

Which one sits at the top of the stability order? w) does.

w) The following is a quantum chemistry calculation of C6H4O in the gas phase, from the OMol25 dataset.

HOMO-LUMO gap = 9.9 eV
SMILES = C#CC(=O)C#CC

Last column: natural (NBO) charge in e.
Atoms and positions in Å:
C: 3.27851 -0.77359 0.57544  -0.129
C: 2.28938 -0.08631 0.59826  -0.118
C: 1.19758 0.88069 0.66341  0.447
O: 1.38594 1.98593 1.12961  -0.460
C: -0.09146 0.46076 0.14490  -0.150
C: -1.18372 0.15403 -0.26836  0.130
C: -2.50176 -0.24094 -0.75781  -0.699
H: 4.17860 -1.34917 0.56298  0.240
H: -2.88308 0.48573 -1.48209  0.248
H: -3.21242 -0.29501 0.07301  0.249
H: -2.45756 -1.22213 -1.23935  0.243

x) The following is a quantum chemistry calculation of C6H4O in the gas phase, from the OMol25 dataset.

HOMO-LUMO gap = 9.6 eV
SMILES = C#CC#C[C@H]1CO1

Last column: natural (NBO) charge in e.
Atoms and positions in Å:
C: -0.31484 -0.34943 2.17394  -0.039
C: -0.92462 -1.19908 1.54752  -0.153
C: -0.89163 -1.53137 0.21446  0.052
C: -0.45129 -1.36708 -0.91970  -0.107
C: 0.51446 -0.26101 -1.13702  0.011
C: 0.04230 1.10696 -0.89103  -0.092
O: 0.88216 0.47680 0.04984  -0.501
H: 0.27003 0.37303 2.69906  0.244
H: 1.38027 -0.43625 -1.76350  0.210
H: -0.99990 1.22592 -0.58687  0.188
H: 0.49306 1.96151 -1.38669  0.187

Which one sits at the top of the stability order? w) does.